Entry 1:
Density functional theory data (ωB97M-V/def2-TZVPD) for C8H14O2 as an isolated structure.

Atoms and positions in Å:
O1 1.60 0.37 0.37
O2 -1.69 -0.32 -0.34
C1 1.16 -0.56 3.08
C2 -0.43 0.01 -0.62
C3 -0.63 1.12 -4.24
C4 0.69 -1.18 4.28
C5 0.48 -0.06 0.59
C6 0.03 0.55 -1.88
C7 0.06 -0.62 1.83
C8 -1.20 0.54 -2.97
H1 -0.11 -0.49 4.87
H2 -1.69 -0.43 -3.03
H3 1.16 -0.04 -2.05
H4 -0.46 -1.62 1.57
H5 1.28 -0.94 4.90
H6 -1.00 2.18 -4.60
H7 -0.96 0.53 -5.00
H8 -2.22 1.34 -2.71
H9 2.24 -1.22 2.52
H10 -0.90 -0.05 2.03
H11 1.30 0.39 2.97
H12 0.88 1.12 -4.32
H13 -0.19 -2.26 4.45
H14 0.58 1.65 -1.71

Computed properties:
**Lowest unoccupied orbital energy**: -0.438 eV
**Gap between HOMO and LUMO**: 9.072 eV
**Net charge**: 0
**Spin multiplicity**: 1

Entry 2:
Density functional theory data (ωB97M-V/def2-TZVPD) for a 2-piece molecular cluster, C10H21NSi overall.

Atoms and positions in Å:
Si1 -0.25 0.40 -1.43
N1 -1.91 -3.25 0.06
C1 1.89 -0.39 0.74
C2 -2.03 2.33 -0.67
C3 1.60 -0.21 -0.82
C4 0.30 2.65 0.25
C5 -1.57 1.11 1.28
C6 2.83 0.55 -1.36
C7 -2.37 -3.59 1.41
C8 1.66 -1.62 -1.44
C9 -0.88 1.63 -0.04
C10 -1.33 -3.07 -0.94
H1 1.19 -1.12 1.20
H2 1.58 0.53 1.24
H3 1.56 -1.59 -2.45
H4 -1.02 0.63 2.08
H5 -2.33 0.47 1.05
H6 0.99 2.78 -0.55
H7 3.24 1.25 -0.60
H8 -1.75 2.93 -1.66
H9 3.55 -0.24 -1.37
H10 -0.11 3.66 0.50
H11 -2.70 1.60 -0.92
H12 -1.57 -4.35 1.77
H13 0.87 -2.24 -1.09
H14 0.88 2.29 1.08
H15 2.83 -0.56 1.13
H16 -3.45 -3.97 1.37
H17 2.67 -1.95 -1.13
H18 -2.60 2.96 0.11
H19 -2.30 -2.51 1.85
H20 -2.13 1.94 1.70
H21 2.64 0.95 -2.35

Computed properties:
**Lowest unoccupied orbital energy**: -0.221 eV
**Gap between HOMO and LUMO**: 7.473 eV
**Net charge**: 0
**Spin multiplicity**: 1

Entry 3:
Density functional theory data (ωB97M-V/def2-TZVPD) for C20H55CaCrF4N5O13P2RbS as an isolated structure.

Atoms and positions in Å:
Rb1 -1.88 1.33 -5.02
Cr1 1.81 -2.11 -1.43
Ca1 1.42 3.10 -2.62
S1 1.54 -0.18 -4.25
P1 3.66 0.84 -1.08
P2 -0.62 0.46 -1.07
F1 4.09 1.02 -2.67
F2 -1.57 0.54 0.26
F3 5.04 1.09 -0.34
F4 -1.68 0.27 -2.33
O1 -2.25 4.10 3.48
O2 2.97 -3.51 -2.55
O3 2.70 2.03 -0.88
O4 3.59 -3.21 3.10
O5 0.08 -0.90 -1.02
O6 1.33 1.07 -3.53
O7 3.08 -0.63 -0.94
O8 -0.43 4.44 -1.43
O9 0.12 1.78 -1.30
O10 0.35 -0.35 -5.11
O11 2.74 -0.15 -5.02
O12 1.69 -1.24 -3.30
O13 -4.92 -3.09 1.69
N1 -2.33 0.42 2.96
N2 2.39 -3.02 0.44
N3 -4.71 -0.60 -0.91
N4 0.19 -3.80 -1.95
N5 2.37 4.95 -1.43
C1 2.22 -4.35 -3.33
C2 4.12 -3.02 -3.30
C3 1.64 5.50 -0.33
C4 0.45 -5.98 -2.80
C5 -3.93 -2.66 2.58
C6 0.71 -2.50 2.16
C7 -4.72 -2.50 0.40
C8 0.05 5.64 -0.70
C9 -2.01 1.62 3.76
C10 -0.65 1.41 4.48
C11 -2.14 2.86 2.77
C12 -1.73 4.80 -1.97
C13 2.09 -2.05 1.52
C14 -6.89 -1.19 0.03
C15 4.84 -3.23 3.70
C16 1.19 -4.81 -2.31
C17 -1.74 5.22 2.72
C18 3.32 -1.99 2.49
C19 2.24 6.78 0.20
C20 -5.42 -1.14 0.17
H1 3.14 4.54 -0.93
H2 0.36 -1.84 2.95
H3 -0.48 5.86 0.23
H4 1.92 -3.86 -4.26
H5 -2.39 5.36 -1.31
H6 1.65 7.41 0.86
H7 -0.36 2.36 4.94
H8 -2.18 5.36 1.73
H9 -2.89 -2.89 2.35
H10 -0.16 -2.51 1.50
H11 1.15 -6.79 -3.00
H12 -0.69 5.25 2.45
H13 4.89 -2.54 -2.70
H14 -5.28 -0.47 1.02
H15 0.90 -3.52 2.52
H16 -4.13 -3.29 3.44
H17 -0.35 -6.38 -2.17
H18 3.10 6.52 0.81
H19 4.73 -3.85 -3.67
H20 -2.83 1.90 4.42
H21 2.89 -5.17 -3.60
H22 4.52 -3.03 4.72
H23 1.63 4.66 0.37
H24 0.12 1.18 3.74
H25 -1.83 0.49 2.08
H26 2.68 5.66 -2.07
H27 -2.21 3.96 -2.48
H28 -5.07 -3.16 -0.39
H29 -4.04 -1.62 2.91
H30 2.50 -3.95 0.80
H31 5.17 -4.27 3.72
H32 5.64 -2.61 3.30
H33 -0.60 -4.24 -1.50
H34 -0.64 0.48 5.05
H35 2.49 7.43 -0.64
H36 3.89 -2.37 -4.15
H37 3.25 -1.17 3.20
H38 -3.72 -0.51 -0.70
H39 -3.12 2.69 2.31
H40 -1.62 5.44 -2.84
H41 -7.07 -1.73 -0.90
H42 -1.26 2.98 2.15
H43 -0.31 -3.31 -2.67
H44 -7.28 -0.19 -0.15
H45 -0.06 6.57 -1.25
H46 -3.66 -2.41 0.16
H47 1.70 -4.98 -1.36
H48 -7.41 -1.92 0.65
H49 3.39 -2.93 0.36
H50 4.13 -1.78 1.79
H51 -5.05 0.35 -0.84
H52 1.88 -1.04 1.15
H53 -0.09 -5.83 -3.73
H54 -2.04 6.21 3.06
H55 -3.27 0.40 2.59

Computed properties:
**Lowest unoccupied orbital energy (alpha / beta)**: -5.123 / -10.280 eV
**Gap between HOMO and LUMO (alpha / beta)**: 5.694 / 1.873 eV
**Net charge**: +2
**⟨S²⟩**: 8.762
**Spin multiplicity**: 6

Entry 4:
Density functional theory data (ωB97M-V/def2-TZVPD) for C5H11N as an isolated structure.

Atoms and positions in Å:
N1 -0.85 -1.56 -1.23
C1 0.29 -0.40 0.56
C2 0.47 1.16 0.42
C3 -0.44 -0.88 1.69
C4 0.23 1.68 -1.02
C5 0.58 -1.15 -0.68
H1 0.32 2.78 -1.10
H2 -0.80 1.46 -1.32
H3 1.47 1.46 0.76
H4 1.29 -1.96 -0.73
H5 -0.23 1.71 1.08
H6 -0.78 -1.91 1.86
H7 -1.40 -2.01 -0.48
H8 0.93 1.19 -1.68
H9 -0.38 -0.47 2.69
H10 0.39 -0.60 -1.57
H11 -1.11 -0.52 0.74

Computed properties:
**Lowest unoccupied orbital energy**: -0.266 eV
**Gap between HOMO and LUMO**: 6.589 eV
**Net charge**: 0
**Spin multiplicity**: 1

Entry 5:
Density functional theory data (ωB97M-V/def2-TZVPD) for a 2-piece molecular cluster, CHCl2FS overall.

Atoms and positions in Å:
Cl1 -1.69 -0.11 1.46
Cl2 -3.56 -0.29 -0.72
S1 1.04 -0.62 1.01
F1 -3.11 1.86 0.60
C1 -3.10 0.47 0.72
H1 1.00 -1.33 2.02

Computed properties:
**Lowest unoccupied orbital energy (alpha / beta)**: 0.735 / -2.632 eV
**Gap between HOMO and LUMO (alpha / beta)**: 9.776 / 7.087 eV
**Net charge**: 0
**⟨S²⟩**: 2.006
**Spin multiplicity**: 3

Entry 6:
Density functional theory data (ωB97M-V/def2-TZVPD) for a 10-piece molecular cluster, C72H160Br2N8 overall.

Atoms and positions in Å:
Br1 -1.85 4.39 0.61
Br2 -2.63 -1.12 -3.77
N1 0.59 3.39 4.15
N2 -0.57 -8.25 3.81
N3 -5.79 -4.41 2.40
N4 -0.25 0.06 -0.37
N5 3.96 9.46 -5.76
N6 -4.87 4.43 -2.35
N7 2.25 -1.25 -6.15
N8 5.23 -3.66 4.53
C1 5.16 10.06 -5.03
C2 -0.28 -6.84 4.24
C3 -7.02 -4.26 -1.31
C4 2.28 3.69 -6.50
C5 3.16 -3.15 -4.78
C6 -1.86 0.83 5.83
C7 4.04 9.59 -7.25
C8 2.04 3.94 -1.79
C9 2.08 3.67 2.26
C10 -7.07 -3.85 3.12
C11 -4.83 4.16 -4.78
C12 4.24 -4.69 2.35
C13 -5.42 -0.34 -0.35
C14 1.93 3.91 4.69
C15 3.09 0.06 -6.28
C16 3.74 7.98 -5.40
C17 0.12 -4.04 5.41
C18 -4.92 5.98 -2.02
C19 2.73 7.85 -4.26
C20 -3.18 0.05 5.32
C21 0.99 2.69 2.80
C22 1.65 -2.96 -4.52
C23 -2.12 -8.52 3.64
C24 1.75 -4.87 1.75
C25 2.17 9.23 -4.07
C26 0.49 1.38 -0.65
C27 -5.77 -4.23 0.88
C28 -5.53 -5.90 2.77
C29 7.72 10.54 -5.10
C30 -6.55 -3.56 4.56
C31 1.33 -1.51 -7.34
C32 0.04 -9.30 4.74
C33 0.66 3.44 -2.25
C34 -0.80 -6.50 5.67
C35 -4.63 -3.63 3.09
C36 4.88 -3.25 5.97
C37 0.07 -8.52 2.36
C38 -5.82 1.15 -0.40
C39 -6.09 -4.85 -2.29
C40 2.70 4.50 3.43
C41 -4.89 2.03 -1.23
C42 -3.48 3.99 -2.81
C43 2.62 10.02 -5.36
C44 6.50 9.73 -5.56
C45 3.30 -2.37 -6.09
C46 3.97 -4.10 3.73
C47 6.56 -5.00 6.18
C48 -5.03 -3.31 4.50
C49 0.03 2.32 5.15
C50 -1.16 -4.96 5.82
C51 -0.01 -0.94 -1.47
C52 -0.82 -1.34 1.49
C53 -2.14 -0.76 1.08
C54 -1.79 0.27 0.00
C55 -0.32 4.67 3.99
C56 6.24 -4.85 4.72
C57 0.28 -0.48 0.96
C58 -3.45 4.55 -4.24
C59 -1.19 1.49 4.63
C60 3.06 -5.56 1.91
C61 -5.31 3.55 -1.12
C62 -7.02 -4.76 0.19
C63 2.31 1.29 -6.10
C64 0.17 1.98 -2.09
C65 3.22 2.52 -6.38
C66 7.94 10.53 -3.55
C67 -5.78 4.13 -3.66
C68 6.23 -3.59 6.71
C69 1.40 -1.50 -4.92
C70 -1.02 -9.23 1.56
C71 5.89 -2.53 3.74
C72 -2.14 -9.58 2.53
H1 -2.67 -7.62 3.35
H2 2.71 4.58 -6.96
H3 7.25 11.29 -3.18
H4 -1.57 -4.77 6.81
H5 3.35 7.39 -6.22
H6 -3.15 5.60 -4.31
H7 1.47 1.74 3.02
H8 0.00 -6.79 6.35
H9 -5.00 -0.74 -1.27
H10 1.46 -3.15 -3.46
H11 -7.43 -2.99 2.56
H12 3.20 7.38 -3.39
H13 -3.14 -9.53 2.10
H14 5.96 -5.83 6.57
H15 -4.66 -2.32 4.74
H16 -4.82 3.86 -0.20
H17 -0.88 1.93 -2.38
H18 4.03 2.58 -5.66
H19 1.89 4.09 -5.56
H20 -0.53 -10.13 1.17
H21 7.80 9.54 -3.11
H22 6.48 9.81 -6.65
H23 -2.70 -0.19 1.83
H24 1.97 7.15 -4.59
H25 6.74 -2.06 4.24
H26 6.20 -2.92 2.77
H27 -1.77 2.22 4.06
H28 1.46 1.35 -6.79
H29 4.60 7.34 -5.19
H30 -8.05 -4.39 -1.62
H31 1.88 4.55 5.58
H32 -7.12 -2.75 5.02
H33 -2.34 -0.06 -0.88
H34 -4.50 -6.12 2.48
H35 0.98 -2.54 -7.21
H36 1.02 -3.61 -5.12
H37 3.75 4.32 3.66
H38 1.62 4.26 1.47
H39 3.27 -3.27 3.62
H40 1.00 -9.07 2.50
H41 7.57 11.56 -5.46
H42 -0.23 2.91 6.04
H43 3.66 0.00 -7.21
H44 1.35 3.51 -7.04
H45 -7.07 -5.85 0.21
H46 1.01 -1.29 -1.36
H47 -5.08 -4.62 -1.97
H48 2.18 3.88 -0.71
H49 -1.96 -10.58 2.92
H50 8.58 10.18 -5.67
H51 5.80 -5.84 4.54
H52 4.29 -3.83 1.68
H53 3.68 2.39 -7.36
H54 -6.04 -5.94 -2.18
H55 -0.73 0.85 3.88
H56 -3.65 -4.11 2.99
H57 5.05 9.73 -3.99
H58 1.53 1.06 -0.55
H59 4.50 -2.24 5.87
H60 0.37 3.82 -3.23
H61 1.10 -9.13 4.92
H62 2.92 -6.37 2.62
H63 2.56 3.05 4.90
H64 1.94 9.87 -6.20
H65 6.70 8.67 -5.38
H66 -3.86 1.82 -0.95
H67 -0.57 -1.86 -1.28
H68 -6.28 -0.96 -0.11
H69 1.88 -1.31 -8.26
H70 -4.37 -2.70 2.59
H71 3.83 0.00 -5.48
H72 3.21 -6.15 1.00
H73 2.11 5.00 -2.02
H74 -6.13 -6.51 2.10
H75 -0.29 5.23 4.92
H76 -5.65 -3.16 0.74
H77 -4.87 3.12 -5.11
H78 -4.53 -4.07 5.10
H79 -7.81 -4.64 3.01
H80 5.19 -1.72 3.58
H81 -4.94 -4.60 0.29
H82 4.92 11.12 -5.04
H83 -0.26 -10.30 4.43
H84 -6.21 -4.58 -3.33
H85 -2.12 1.54 6.61
H86 -1.24 0.04 6.25
H87 -2.72 -1.57 0.64
H88 -2.56 -8.78 4.60
H89 4.11 10.67 -7.35
H90 0.37 -1.26 -5.16
H91 6.98 -2.85 6.42
H92 -2.63 4.23 -4.88
H93 -5.22 4.79 -5.58
H94 -4.48 6.01 -1.02
H95 -1.75 -6.98 5.92
H96 1.09 9.14 -3.96
H97 -6.73 -4.48 5.11
H98 -6.31 3.19 -3.53
H99 4.85 8.91 -7.53
H100 -7.04 -3.18 -1.39
H101 3.56 -4.16 -4.75
H102 1.88 1.35 -5.10
H103 0.23 -3.22 6.12
H104 -7.98 -4.50 0.64
H105 -0.72 -2.36 1.10
H106 -5.97 6.26 -2.00
H107 3.08 9.39 -7.72
H108 -3.68 0.60 4.53
H109 7.62 -5.19 6.38
H110 1.67 -3.97 1.15
H111 -3.31 2.92 -2.68
H112 0.39 0.37 1.64
H113 -2.92 -0.96 5.01
H114 4.09 -3.99 6.16
H115 -0.60 -9.34 5.62
H116 4.37 -2.18 -6.18
H117 2.60 11.07 -5.09
H118 -0.56 -6.24 3.38
H119 3.15 -3.07 -6.91
H120 -0.04 -3.45 4.51
H121 1.06 -4.59 5.39
H122 0.93 -5.49 1.40
H123 -4.82 -0.57 0.53
H124 0.27 -7.64 1.74
H125 6.12 -3.56 7.80
H126 -0.18 3.90 -1.74
H127 -1.26 -8.68 0.65
H128 -3.82 -0.11 6.19
H129 2.52 5.57 3.42
H130 0.80 -6.84 4.16
H131 1.87 -0.89 -4.14
H132 1.48 -4.34 2.66
H133 -5.12 1.57 -2.19
H134 -5.92 1.35 0.67
H135 -5.72 -6.06 3.83
H136 -2.74 4.45 -2.15
H137 -1.97 -4.65 5.16
H138 -4.33 6.56 -2.73
H139 2.91 3.55 -2.34
H140 2.91 3.18 1.76
H141 -0.33 -0.51 -2.42
H142 -6.39 3.60 -1.09
H143 0.58 -0.74 -7.19
H144 7.10 -4.74 4.06
H145 0.29 2.13 0.12
H146 2.60 9.73 -3.20
H147 -0.76 -1.59 2.55
H148 0.00 2.62 2.35
H149 -6.87 1.25 -0.69
H150 -2.03 1.33 0.13
H151 0.85 1.70 5.50
H152 9.00 10.77 -3.45
H153 3.47 -4.86 4.33
H154 3.81 -2.65 -4.06
H155 1.25 -0.98 1.00
H156 0.28 5.19 3.23
H157 -1.29 4.46 3.54
H158 5.23 -5.12 2.16
H159 -6.58 4.88 -3.66
H160 0.80 1.35 -2.72

Computed properties:
**Lowest unoccupied orbital energy**: -10.486 eV
**Gap between HOMO and LUMO**: 6.083 eV
**Net charge**: +6
**Spin multiplicity**: 1

| no. | E_tot (eV) |
| --- | --- |
| 1 | -12608.5818 |
| 2 | -20073.1004 |
| 3 | -143492.2187 |
| 4 | -6846.5704 |
| 5 | -39646.9008 |
| 6 | -229203.6603 |